[1]
{
  "formula": "C35H73O3SSi",
  "method": "wB97M-V/def2-TZVPD",
  "spin_multiplicity": 1,
  "gap_ev": 8.12,
  "charge": 1,
  "lumo_energy_ev": -2.70,
  "e_homo_ev": -10.82,
  "species": ["C", "C", "C", "C", "C", "C", "C", "S", "C", "C", "C", "C", "C", "C", "C", "C", "Si", "C", "C", "C", "C", "C", "C", "C", "C", "H", "H", "H", "H", "H", "H", "H", "H", "H", "H", "H", "H", "H", "H", "H", "H", "H", "H", "H", "H", "H", "H", "H", "H", "H", "H", "H", "H", "H", "H", "H", "H", "H", "H", "H", "H", "H", "H", "H", "H", "H", "H", "H", "C", "C", "O", "C", "C", "H", "H", "H", "H", "H", "H", "H", "H", "H", "H", "C", "C", "O", "C", "C", "H", "H", "H", "H", "H", "H", "H", "H", "H", "H", "C", "C", "O", "C", "C", "H", "H", "H", "H", "H", "H", "H", "H", "H", "H"],
  "xyz": [[0.398, 1.299, -1.341], [1.192, 2.548, -0.958], [0.575, 3.377, 0.180], [1.141, 3.087, 1.584], [1.536, 1.629, 1.856], [3.002, 1.291, 1.450], [3.580, 0.215, 2.379], [4.245, -1.236, 1.504], [3.255, -1.625, 0.052], [1.767, -1.880, 0.293], [1.430, -2.980, 1.334], [0.277, -2.509, 2.228], [-1.057, -2.396, 1.467], [-2.041, -1.456, 2.203], [-2.106, -0.080, 1.554], [-3.158, 0.866, 2.166], [-4.963, 0.389, 1.753], [-5.547, -0.877, 3.024], [-5.948, 1.998, 1.892], [-4.916, -0.293, -0.011], [-5.003, 0.556, -1.087], [-4.921, 0.050, -2.355], [-4.752, -1.289, -2.520], [-4.683, -2.150, -1.471], [-4.762, -1.644, -0.195], [0.935, 0.774, -2.133], [-0.609, 1.552, -1.665], [0.292, 0.587, -0.520], [1.169, 3.180, -1.849], [2.247, 2.332, -0.801], [0.805, 4.423, -0.031], [-0.512, 3.314, 0.132], [0.353, 3.333, 2.299], [1.983, 3.731, 1.844], [1.467, 1.473, 2.936], [0.868, 0.903, 1.402], [3.564, 2.222, 1.490], [2.998, 0.938, 0.420], [2.891, -0.129, 3.146], [4.430, 0.646, 2.908], [4.052, -2.253, 2.363], [3.706, -2.524, -0.373], [3.367, -0.843, -0.701], [1.365, -2.204, -0.667], [1.235, -0.971, 0.565], [2.289, -3.307, 1.923], [1.052, -3.850, 0.794], [0.499, -1.535, 2.686], [0.153, -3.200, 3.064], [-1.473, -3.404, 1.456], [-0.890, -2.056, 0.444], [-3.004, -1.960, 2.246], [-1.669, -1.333, 3.223], [-1.135, 0.399, 1.730], [-2.218, -0.162, 0.472], [-3.000, 1.829, 1.669], [-3.021, 0.967, 3.244], [-6.153, -1.679, 2.602], [-4.675, -1.300, 3.521], [-6.137, -0.405, 3.811], [-5.944, 2.572, 0.968], [-5.421, 2.595, 2.642], [-6.949, 1.834, 2.286], [-5.116, 1.612, -0.878], [-4.971, 0.708, -3.212], [-4.664, -1.684, -3.526], [-4.537, -3.210, -1.625], [-4.697, -2.323, 0.646], [5.824, -0.705, -3.757], [4.721, 0.333, -3.884], [4.400, 0.975, -2.659], [5.443, 1.727, -2.059], [5.922, 2.891, -2.908], [5.609, -1.398, -2.940], [5.918, -1.271, -4.683], [6.791, -0.244, -3.551], [3.803, -0.158, -4.208], [4.969, 1.073, -4.651], [6.279, 1.074, -1.785], [5.027, 2.115, -1.125], [6.455, 2.548, -3.796], [6.603, 3.521, -2.336], [5.078, 3.494, -3.242], [6.871, -0.009, 5.602], [6.023, 1.243, 5.755], [4.644, 0.976, 5.954], [4.316, 0.255, 7.134], [4.691, 0.979, 8.414], [6.439, -0.679, 4.854], [7.884, 0.254, 5.297], [6.941, -0.565, 6.538], [6.079, 1.828, 4.835], [6.410, 1.880, 6.555], [4.761, -0.746, 7.107], [3.235, 0.119, 7.103], [5.773, 1.031, 8.547], [4.276, 0.459, 9.277], [4.311, 2.001, 8.401], [-7.295, -3.200, -8.078], [-7.416, -1.728, -8.437], [-7.622, -0.884, -7.318], [-6.586, -0.869, -6.358], [-5.260, -0.357, -6.898], [-8.125, -3.507, -7.441], [-7.297, -3.811, -8.981], [-6.369, -3.409, -7.539], [-8.287, -1.585, -9.076], [-6.546, -1.395, -9.015], [-6.467, -1.860, -5.905], [-6.927, -0.201, -5.564], [-4.817, -1.057, -7.610], [-4.546, -0.217, -6.084], [-5.398, 0.594, -7.414]],
  "atomic_forces_ev_per_a": [[0.56, -0.29, 0.30], [-0.75, 0.43, -0.52], [1.03, 0.35, -0.10], [-0.99, -0.56, -0.05], [0.76, 0.09, 0.37], [-1.17, -0.30, -0.06], [0.08, 0.41, 0.35], [1.24, 0.62, -0.46], [-1.28, -0.55, -0.14], [0.09, -0.67, 0.39], [-0.68, 0.45, -0.29], [0.10, 0.06, 0.03], [0.17, -0.04, 0.92], [0.47, -0.38, -0.52], [0.16, 0.30, 0.76], [-0.27, -0.47, -0.98], [0.24, 0.38, 0.25], [0.04, 0.14, -0.10], [0.48, -0.40, 0.31], [-0.36, 0.43, 2.00], [0.00, 0.66, 0.32], [-0.02, 1.18, -0.52], [0.13, -0.78, -1.95], [0.27, -0.98, 0.68], [0.06, -0.68, 0.08], [-0.22, -0.02, -0.19], [-0.01, 0.04, -0.14], [-0.07, 0.06, 0.06], [0.15, 0.02, -0.04], [0.03, -0.03, 0.11], [-0.13, 0.06, 0.03], [-0.04, -0.26, 0.20], [0.07, 0.11, 0.09], [0.07, 0.04, -0.21], [-0.03, 0.00, 0.04], [-0.19, 0.14, -0.02], [0.39, -0.21, 0.05], [0.17, 0.17, -0.08], [-0.23, -0.07, -0.17], [0.21, -0.39, 0.05], [-0.46, 0.09, -0.14], [0.31, 0.00, 0.21], [0.50, 0.26, 0.28], [0.02, 0.24, -0.15], [0.20, 0.16, -0.04], [0.05, 0.03, 0.01], [0.30, -0.21, 0.05], [0.21, 0.03, -0.11], [-0.05, -0.02, 0.02], [-0.06, -0.03, -0.41], [-0.11, -0.04, -0.10], [-0.17, 0.25, 0.04], [-0.30, -0.06, 0.17], [0.14, -0.11, -0.20], [-0.20, -0.03, -0.01], [-0.06, 0.23, 0.35], [0.07, 0.15, 0.00], [0.03, -0.05, -0.01], [-0.02, -0.21, -0.01], [-0.06, 0.12, -0.06], [-0.26, 0.02, -0.01], [-0.02, 0.08, 0.00], [-0.16, 0.06, -0.32], [-0.07, 0.13, -0.34], [-0.03, 0.01, -0.09], [-0.06, 0.00, -0.03], [-0.06, -0.04, -0.10], [-0.05, 0.00, 0.10], [0.13, 0.18, 0.11], [0.03, -0.16, -0.14], [-0.25, -0.14, 0.29], [0.09, 0.15, 0.02], [0.02, -0.10, -0.17], [-0.05, -0.05, -0.05], [-0.02, -0.01, 0.01], [0.01, -0.03, -0.05], [-0.06, 0.08, 0.08], [0.05, 0.00, 0.02], [0.03, 0.01, -0.05], [-0.10, -0.06, -0.02], [0.05, 0.02, 0.03], [-0.01, -0.01, 0.01], [-0.01, 0.02, 0.08], [-0.07, -0.05, 0.18], [0.11, -0.03, -0.05], [-0.14, -0.03, -0.30], [-0.08, -0.01, 0.20], [0.21, 0.05, -0.08], [0.03, 0.03, -0.05], [-0.01, 0.01, -0.02], [0.05, 0.00, -0.01], [-0.11, 0.04, 0.03], [0.03, -0.04, 0.02], [0.05, 0.02, 0.02], [0.01, 0.05, -0.12], [-0.01, -0.04, 0.05], [-0.02, 0.00, -0.01], [-0.08, -0.03, 0.01], [0.15, 0.03, 0.15], [-0.03, -0.12, -0.09], [-0.12, 0.11, 0.03], [0.10, 0.07, 0.07], [0.02, -0.15, -0.15], [-0.05, 0.01, -0.06], [-0.02, 0.01, -0.01], [0.01, -0.03, -0.05], [-0.03, 0.10, 0.07], [0.03, -0.04, 0.02], [0.06, -0.01, -0.02], [-0.13, -0.01, -0.05], [0.04, 0.00, 0.04], [-0.01, 0.01, 0.01], [-0.01, 0.03, 0.07]],
  "mulliken_charge": [-0.7057, 0.1390, -0.6661, -1.2878, 0.4296, 0.3681, -0.7810, -0.0420, -0.8779, 0.6654, -0.9898, -0.7916, -0.9583, -0.6839, 0.7459, -1.1235, 0.0318, -1.1325, -1.2300, 0.5483, -0.2991, -0.7326, -0.2062, -1.0549, 0.0777, 0.2913, 0.4772, -0.1913, 0.4838, -0.3414, 0.3438, 0.3499, 0.3548, 0.4948, 0.9945, -1.3544, 0.7295, -0.7208, 0.6871, 0.2825, 0.2548, 0.5884, 0.1672, 0.7336, -0.8694, 0.3449, 0.3656, 0.3396, 0.4922, 0.4708, 0.4322, 0.1408, 0.4496, -0.4092, 0.3015, 0.2987, 0.5840, 0.3629, 0.3296, 0.4265, 0.3164, 0.3757, 0.3365, 0.2470, 0.4373, 0.3409, 0.4298, 0.3371, -1.0328, -0.4208, -0.2861, -0.0318, -1.3613, 0.2009, 0.4137, 0.2881, 0.3429, 0.3614, 0.3690, 0.1145, 0.3068, 0.4161, 0.3270, -1.0202, -0.4088, -0.3613, -0.3178, -1.0851, 0.2142, 0.4052, 0.2943, 0.3425, 0.3866, 0.3186, 0.3050, 0.2672, 0.3966, 0.2985, -1.0233, -0.2906, -0.4447, -0.1822, -1.0423, 0.2839, 0.3885, 0.2488, 0.3318, 0.2756, 0.2626, 0.2331, 0.2980, 0.3542, 0.3144]
}

[2]
{
  "formula": "C24H47B2NO10",
  "method": "wB97M-V/def2-TZVPD",
  "spin_multiplicity": 1,
  "gap_ev": 6.77,
  "smiles": "CCC[C@@H](C)[C@H]1[C@@H](C(=O)[O-])O[C@H](COC)[C@](B(C)O)(B(O)OCC)[N@H+]1CCCCOC.O=C1CCCO1",
  "charge": 0,
  "lumo_energy_ev": -0.52,
  "e_homo_ev": -7.29,
  "e_above_lowest_kj_mol": 1173.3,
  "species": ["C", "C", "C", "C", "C", "C", "C", "C", "O", "O", "O", "C", "C", "O", "C", "C", "B", "C", "O", "B", "O", "O", "C", "C", "N", "C", "C", "C", "C", "O", "C", "H", "H", "H", "H", "H", "H", "H", "H", "H", "H", "H", "H", "H", "H", "H", "H", "H", "H", "H", "H", "H", "H", "H", "H", "H", "H", "H", "H", "H", "H", "H", "H", "H", "H", "H", "H", "H", "H", "H", "H", "H", "O", "C", "C", "C", "C", "O", "H", "H", "H", "H", "H", "H"],
  "xyz": [[-3.209, 1.832, 4.609], [-2.609, 1.595, 3.065], [-2.443, -0.016, 2.885], [-2.725, -0.642, 1.416], [-4.292, -0.147, 1.048], [-1.673, -0.304, 0.200], [-0.687, 0.969, 0.358], [0.525, 1.102, 1.377], [0.599, 0.955, 2.711], [1.839, 1.622, 0.850], [-0.189, 1.301, -1.027], [0.517, 0.162, -1.606], [1.416, 0.706, -2.844], [2.866, 0.457, -2.735], [3.556, 1.410, -1.870], [-0.460, -1.162, -1.894], [0.594, -2.186, -2.565], [1.960, -2.839, -1.836], [0.535, -2.591, -4.017], [-1.556, -0.875, -3.145], [-1.492, 0.354, -4.016], [-2.742, -1.693, -3.444], [-2.585, -2.648, -4.521], [-2.467, -4.152, -3.797], [-1.175, -1.546, -0.591], [-0.754, -2.719, 0.206], [-0.020, -2.558, 1.649], [1.409, -3.409, 1.810], [2.391, -2.568, 2.855], [2.899, -3.535, 3.885], [2.730, -2.942, 5.234], [-2.636, 1.044, 5.283], [-3.030, 2.928, 4.978], [-4.328, 1.497, 4.567], [-1.625, 2.225, 3.035], [-3.375, 2.121, 2.357], [-3.294, -0.483, 3.588], [-1.452, -0.484, 3.313], [-2.908, -1.806, 1.606], [-4.280, 0.988, 0.688], [-4.615, -0.780, 0.116], [-5.037, -0.347, 1.929], [-2.460, 0.185, -0.589], [-1.412, 1.903, 0.585], [1.322, -0.299, -0.849], [1.098, 0.387, -3.922], [1.311, 1.898, -2.843], [3.964, 0.791, -0.934], [4.459, 1.916, -2.457], [2.921, 2.285, -1.437], [2.262, -2.282, -0.854], [2.846, -2.685, -2.607], [1.787, -4.008, -1.662], [0.727, -3.569, -4.112], [-1.657, 0.113, -4.973], [-3.610, -2.695, -5.125], [-1.732, -2.444, -5.293], [-2.680, -5.021, -4.552], [-3.341, -4.165, -2.983], [-1.472, -4.283, -3.184], [-2.118, -1.874, -1.001], [-0.206, -3.608, -0.304], [-1.773, -3.287, 0.519], [-0.685, -3.027, 2.529], [0.223, -1.490, 2.010], [1.914, -3.676, 0.796], [1.178, -4.434, 2.376], [1.791, -1.757, 3.493], [3.246, -1.982, 2.312], [3.238, -3.676, 6.006], [1.603, -2.769, 5.542], [3.287, -1.897, 5.241], [4.847, 6.861, -0.923], [3.702, 6.450, -0.833], [2.500, 7.288, -0.516], [1.474, 6.245, -0.151], [1.908, 5.056, -0.966], [3.329, 5.155, -1.051], [2.210, 7.849, -1.409], [2.700, 7.964, 0.318], [0.445, 6.554, -0.354], [1.553, 6.011, 0.918], [1.496, 5.074, -1.981], [1.632, 4.111, -0.489]],
  "atomic_forces_ev_per_a": [[0.62, -1.20, -0.86], [-0.04, 0.92, 1.56], [-0.33, -0.76, 0.65], [-1.91, -0.44, 1.37], [1.02, -0.03, -1.49], [-2.90, 2.45, -0.48], [-0.30, 1.35, -0.82], [8.38, 2.36, 3.64], [-2.63, -0.45, -5.93], [-7.03, -2.65, 0.83], [-0.22, -2.64, 1.02], [1.60, -0.66, 1.00], [0.38, 2.02, -0.83], [-1.91, 0.86, 0.53], [1.55, 0.41, 1.33], [0.30, 2.53, -2.00], [2.38, -2.34, -1.64], [-0.08, 0.23, -0.22], [-0.93, -0.12, 3.08], [-1.83, 2.06, -2.02], [0.80, -3.56, 0.99], [3.04, 0.57, 0.19], [-1.36, -2.59, -0.58], [-0.84, 0.78, 0.46], [-2.08, -0.12, -1.35], [-0.73, -4.08, 3.46], [0.96, -0.58, 1.34], [-0.29, -0.04, 1.12], [-0.75, 0.07, 0.66], [-0.95, 2.04, 0.28], [0.73, 0.30, 0.25], [-1.17, 1.90, -1.13], [-0.57, -2.22, -0.67], [1.95, 0.93, 0.39], [-1.58, -1.67, -0.23], [1.40, -1.33, 1.02], [1.68, 0.90, -1.68], [-1.71, 1.59, -0.85], [0.96, 2.39, -0.64], [-0.19, -2.45, 1.02], [0.31, 1.17, 1.69], [1.63, 0.52, -1.68], [2.07, -1.24, 1.43], [1.54, -2.34, -0.31], [-1.69, 1.49, -1.22], [0.46, 0.11, 2.20], [-0.24, -2.61, 0.16], [-0.79, 1.59, -2.01], [-1.89, -1.34, 1.10], [0.74, -1.87, -0.86], [-0.56, -1.33, -1.71], [-1.83, -0.43, 1.58], [0.56, 2.46, -0.23], [0.16, 1.81, 0.20], [-0.13, 0.38, 1.66], [2.20, 0.34, 1.30], [-1.38, -0.19, 1.75], [0.71, 1.66, 1.45], [1.83, -0.01, -1.85], [-1.81, 0.17, -1.48], [1.69, 0.45, 0.80], [-0.73, 2.28, -0.03], [2.14, 1.53, -0.92], [1.09, 1.21, -2.23], [-0.61, -1.34, -1.03], [-0.84, 0.71, 1.87], [0.53, 2.23, -1.34], [0.93, -1.60, -1.85], [-1.42, -1.34, 1.00], [-1.05, 1.51, -1.68], [2.11, -0.44, -0.81], [-1.14, -2.11, 0.24], [-1.65, -1.10, 0.10], [2.03, 0.57, -0.45], [-0.36, 0.14, 0.44], [-0.74, 0.18, 0.48], [-0.62, -0.68, -0.01], [0.67, 0.72, 0.10], [0.15, 0.07, 0.08], [0.17, 0.09, -0.39], [0.11, -0.12, 0.01], [-0.05, -0.03, -0.19], [0.04, 0.04, 0.00], [0.26, -0.04, -0.12]],
  "mulliken_charge": [-1.0954, -0.0490, -0.9512, 0.5408, -1.2705, -0.4706, 0.2412, 0.0759, -0.6454, -0.6809, -0.3681, 0.0888, -0.8445, -0.4030, -0.2714, 0.1364, 0.3581, -0.7510, -0.7270, 0.7940, -0.7534, -0.5054, -0.2587, -0.7132, 0.4186, -0.9739, 0.5953, -0.3320, -0.2524, -0.3951, -0.5746, 0.2805, 0.3447, 0.2628, 0.2357, 0.1662, 0.4889, 0.1064, 0.1166, 0.3043, 0.3621, 0.3142, 0.1357, 0.2608, 0.2999, 0.1862, 0.3565, 0.1874, 0.2080, -0.0060, 0.1002, 0.2923, 0.3284, 0.3167, 0.2962, 0.2914, 0.2466, 0.3517, 0.2232, 0.0515, 0.8019, 0.5021, 0.5134, 0.2502, -0.7337, 0.1447, 0.3033, 0.1781, 0.2266, 0.2163, 0.2425, 0.2988, -0.6201, 0.4261, -0.3421, -0.6144, 0.2646, -0.2651, 0.2434, 0.2856, 0.3684, 0.2857, 0.1257, -0.1736]
}